Entry 1:
A structure of composition C16H32AlP, computed with the ωB97M-V functional and the def2-TZVPD basis.

The calculation puts the energy above the lowest of the compared OMol25 structures with the same formula, charge and spin at 0.900 eV. The orbital gap (alpha / beta) comes out at 5.77 / 4.35 eV. The LUMO energy (alpha / beta) is -9.5 / -10.3 eV. Its net charge is +2. The HOMO energy (alpha / beta) is -15.25 / -14.68 eV. As for the total energy: -32977.347 eV.

Last column: Löwdin charge in e.
Atoms and positions in Å:
C  1.06439  1.95205  -1.13409  -0.223
H  2.05843  2.24462  -0.72487  0.129
H  1.20539  1.29304  -2.01072  0.082
H  0.89510  1.33028  1.09858  0.084
C  0.08930  3.07611  -1.16637  -0.296
H  -0.83308  2.70720  -1.63084  0.110
H  -0.19701  3.46589  -0.17267  0.105
C  0.69555  4.18083  -2.02838  -0.069
H  -0.01070  4.95422  -2.22729  0.075
H  1.56959  4.62808  -1.47870  0.109
H  1.07720  3.76834  -2.95936  0.087
C  -0.96705  -2.03867  -0.14843  -0.212
C  -1.58163  -1.06704  -0.96961  -0.156
C  -0.58757  -0.41986  -1.80771  -0.278
C  0.72446  -1.06755  -1.44611  -0.256
C  0.41210  -2.05790  -0.40574  -0.193
C  1.41656  -2.99352  0.12272  -0.004
C  1.88450  -1.18210  -2.38286  0.002
C  -0.86898  0.16908  -3.16005  0.004
C  -3.03504  -0.80530  -1.10651  0.014
C  -1.67386  -2.96064  0.74459  -0.009
Al  0.34005  0.59804  -0.29394  0.425
H  2.79133  -1.45590  -1.82968  0.094
H  1.77188  -1.94653  -3.19026  0.133
H  2.10397  -0.23066  -2.90042  0.096
H  2.44874  -2.67799  -0.07480  0.095
H  1.31486  -3.10535  1.21042  0.092
H  1.28401  -3.98991  -0.32379  0.124
H  -2.57385  -2.50665  1.17208  0.091
H  -1.98676  -3.84129  0.17945  0.123
H  -1.03960  -3.30046  1.56102  0.090
H  -3.25117  0.13344  -1.64540  0.100
H  -3.52429  -1.62414  -1.65907  0.131
H  -3.52275  -0.73039  -0.12090  0.099
H  -0.10581  0.88286  -3.46608  0.087
H  -0.95702  -0.55828  -3.98844  0.124
H  -1.81767  0.71293  -3.13321  0.090
C  -1.50087  -0.33476  3.07538  -0.182
P  -0.18990  0.59394  2.25420  0.826
C  -0.58708  2.32695  2.59565  -0.204
C  1.31586  0.25662  3.19759  -0.196
H  -2.47075  -0.04413  2.65441  0.074
H  -1.45676  -0.06572  4.13692  0.089
H  -1.35897  -1.41350  2.95463  0.050
H  -0.42444  2.47772  3.66635  0.080
H  0.06751  2.99560  2.02163  0.058
H  -1.62796  2.52247  2.31370  0.081
H  1.13844  0.63027  4.21212  0.080
H  1.51690  -0.82294  3.21650  0.073
H  2.17234  0.77540  2.74694  0.073

Cartesian forces (eV/Å) of the 3 atoms listed first:
3.338 2.532 0.483
-0.487 0.045 -0.740
0.090 0.956 -0.173



Entry 2:
A cluster of 12 separate species, C59H137N5O19 in total, computed with the ωB97M-V functional and the def2-TZVPD basis.

The calculation puts the energy above the lowest of the compared OMol25 structures with the same formula, charge and spin at 0.000 eV. The orbital gap comes out at 7.64 eV. The LUMO energy is -0.2 eV. The SMILES is CC1(C)CCCC(C)(C)N1O.CC1(C)CCCC(C)(C)N1O.CC1(C)CCCC(C)(C)N1O.CC1(C)CCCC(C)(C)N1O.CC1(C)CCCC(C)(C)N1O.OCCO.OCCO.OCCO.OCCO.OCCO.OCCO.OCCO. Its net charge is 0. The HOMO energy is -7.84 eV. As for the total energy: -109747.761 eV.

Last column: Löwdin charge in e.
Atoms and positions in Å:
C  1.01809  0.65806  -7.83885  -0.037
C  -0.43335  1.16960  -7.78317  -0.526
C  -1.10156  0.96652  -9.15113  -0.025
C  -1.13943  0.22391  -6.80397  -0.142
C  -2.51290  0.76424  -6.36070  -0.165
C  -2.35633  2.16372  -5.78132  -0.146
C  -1.65724  3.15235  -6.70950  -0.532
C  -2.65477  3.56659  -7.78697  -0.020
C  -1.25020  4.31139  -5.85005  -0.037
N  -0.42984  2.52466  -7.24302  -0.048
O  0.21922  3.44442  -8.21621  -0.028
H  1.05287  -0.42775  -7.85128  0.077
H  1.54246  1.02190  -8.72913  0.084
H  1.55242  1.01044  -6.95420  0.081
H  -2.18340  0.97256  -9.10951  0.066
H  -0.77621  1.68734  -9.90543  0.086
H  -0.72557  0.00704  -9.51804  0.087
H  -1.33774  -0.73876  -7.30019  0.122
H  -0.58577  -0.07688  -5.90349  0.116
H  -3.21553  0.70153  -7.19398  0.103
H  -2.94698  0.16880  -5.54976  0.111
H  -1.80561  2.17478  -4.83831  0.113
H  -3.37686  2.53294  -5.65941  0.106
H  -2.10685  4.04026  -8.60956  0.087
H  -3.37461  4.31716  -7.44740  0.087
H  -3.23920  2.74615  -8.20123  0.072
H  -0.83663  5.15380  -6.41832  0.095
H  -0.44679  4.01090  -5.17710  0.063
H  -2.09550  4.74980  -5.31345  0.083
H  1.12913  3.54212  -7.90243  0.095
C  -5.45637  2.21559  -3.29643  -0.034
C  -5.60220  3.68696  -2.90868  -0.532
C  -5.26277  4.51181  -4.15512  -0.031
C  -7.07544  3.89645  -2.60653  -0.146
C  -7.33548  5.25790  -1.96841  -0.182
C  -6.50426  5.39945  -0.70398  -0.131
C  -5.00235  5.11808  -0.89308  -0.532
C  -4.36312  6.39819  -1.42113  -0.029
C  -4.45227  4.83409  0.49926  -0.041
N  -4.78191  3.97925  -1.75962  -0.073
O  -3.37674  3.71008  -1.97613  -0.021
H  -6.07820  1.87260  -4.11888  0.091
H  -4.42201  1.99425  -3.59107  0.057
H  -5.63725  1.60579  -2.40384  0.092
H  -4.17603  4.46743  -4.29844  0.065
H  -5.74927  4.17978  -5.07384  0.089
H  -5.50513  5.57606  -4.08867  0.068
H  -7.68630  3.86347  -3.51590  0.125
H  -7.48526  3.08821  -1.98687  0.124
H  -7.15334  6.00915  -2.74750  0.105
H  -8.38336  5.45469  -1.71448  0.114
H  -6.91656  4.77380  0.08391  0.121
H  -6.56660  6.46041  -0.44923  0.119
H  -4.46346  7.22503  -0.71343  0.088
H  -4.75641  6.71104  -2.38592  0.073
H  -3.28142  6.26220  -1.54721  0.081
H  -3.35073  4.78004  0.43052  0.077
H  -4.75633  3.87769  0.92801  0.087
H  -4.64098  5.63521  1.21432  0.088
H  -3.32811  2.88875  -1.46319  0.075
C  1.41300  -3.82018  4.32647  -0.052
C  2.36183  -4.65279  5.17445  -0.515
C  2.54890  -3.93347  6.49397  -0.018
C  1.79272  -6.03001  5.39921  -0.132
C  2.79165  -7.04349  5.97809  -0.177
C  4.02382  -7.09343  5.08837  -0.148
C  4.62597  -5.71653  4.87670  -0.520
C  5.39586  -5.22117  6.11342  -0.019
C  5.65824  -5.88287  3.75716  -0.039
N  3.59610  -4.80317  4.42148  -0.114
O  4.13259  -3.57859  4.04942  -0.014
H  1.27826  -4.27710  3.34375  0.087
H  0.43486  -3.82765  4.81442  0.111
H  1.80383  -2.81118  4.23032  0.038
H  3.24067  -3.08987  6.40734  0.077
H  1.60249  -3.48454  6.81172  0.073
H  2.93618  -4.57207  7.28593  0.077
H  0.96294  -6.03181  6.11308  0.127
H  1.42251  -6.46940  4.46794  0.124
H  3.05007  -6.80902  7.01336  0.101
H  2.28906  -8.01599  5.96945  0.111
H  3.78103  -7.56782  4.12844  0.122
H  4.76256  -7.78891  5.50933  0.125
H  4.99396  -5.57235  7.05877  0.071
H  5.41476  -4.13001  6.08733  0.081
H  6.44561  -5.50908  6.01988  0.080
H  6.19891  -4.93855  3.60747  0.090
H  5.22137  -6.08265  2.77629  0.073
H  6.39544  -6.63755  4.02422  0.087
H  4.20077  -3.74753  3.09149  0.066
C  -1.24293  0.24891  8.69807  -0.041
C  -0.96661  0.14184  7.20621  -0.538
C  -1.90633  -0.89179  6.59611  -0.023
C  -1.25313  1.50977  6.60929  -0.142
C  -0.63804  1.67895  5.23738  -0.164
C  0.86991  1.34630  5.21696  -0.127
C  1.11929  -0.03064  5.80087  -0.485
C  0.91959  -1.05363  4.66819  -0.060
C  2.63379  -0.05271  6.07771  -0.006
N  0.41902  -0.23868  7.02556  -0.090
O  0.66557  -1.50522  7.58089  -0.014
H  -2.14516  0.86279  8.84958  0.087
H  -1.61468  -0.69364  9.11795  0.085
H  -0.42855  0.71260  9.24623  0.089
H  -2.92866  -0.86091  6.98337  0.089
H  -1.99624  -0.77111  5.51156  0.070
H  -1.51084  -1.89214  6.78298  0.084
H  -2.34423  1.60391  6.56531  0.125
H  -0.95101  2.28575  7.32500  0.123
H  -1.10495  0.89957  4.60850  0.075
H  -0.87075  2.64629  4.78740  0.117
H  1.36216  2.14659  5.77424  0.125
H  1.06523  1.38928  4.14888  0.082
H  1.02232  -2.05685  5.10113  0.042
H  1.56541  -0.94067  3.80055  0.063
H  -0.10038  -1.03146  4.25768  0.070
H  2.96777  -0.96242  6.57409  0.067
H  2.93089  0.85339  6.61856  0.089
H  3.20060  0.04447  5.14465  0.072
H  1.06410  -1.30354  8.43728  0.118
C  -2.23889  0.24116  -1.59359  -0.007
C  -0.79099  0.38439  -1.09204  -0.485
C  0.16608  0.48525  -2.27295  -0.030
C  -0.64540  1.70362  -0.33400  -0.145
C  -1.22140  1.72726  1.04759  -0.168
C  -0.69755  0.58747  1.87933  -0.112
C  -0.78439  -0.80072  1.22139  -0.476
C  0.24175  -1.68363  1.91161  -0.043
C  -2.18741  -1.36031  1.37593  -0.009
N  -0.36840  -0.70880  -0.19590  -0.031
O  -0.36601  -1.98142  -0.91237  -0.046
H  -2.39337  0.84703  -2.49180  0.072
H  -2.34309  -0.79014  -1.95297  0.080
H  -2.98772  0.43600  -0.83174  0.071
H  -0.02005  1.37358  -2.87525  0.067
H  1.18983  0.46694  -1.89741  0.059
H  0.02981  -0.38195  -2.92467  0.093
H  0.43775  1.89448  -0.34988  0.114
H  -1.13183  2.52936  -0.86999  0.108
H  -1.10467  2.68108  1.57301  0.102
H  -2.31638  1.66254  0.91413  0.117
H  -1.31945  0.44195  2.76560  0.101
H  0.34779  0.77309  2.13768  0.119
H  1.24876  -1.31149  1.75676  0.053
H  0.11708  -2.70389  1.52853  0.095
H  0.04641  -1.78467  2.98266  0.043
H  -2.51024  -1.36178  2.42482  0.090
H  -2.25166  -2.42661  1.12595  0.078
H  -2.93715  -0.87139  0.76130  0.074
H  0.58635  -2.17945  -1.04699  0.064
O  4.59579  -1.17709  1.25711  -0.069
C  3.52920  -0.59893  2.00246  -0.218
C  3.84979  0.79688  2.45640  -0.274
O  4.28193  1.61776  1.44226  -0.039
H  5.05833  -0.44391  0.80972  0.103
H  2.67226  -0.50130  1.31235  0.105
H  3.29936  -1.24373  2.84895  0.109
H  4.65902  0.70744  3.19738  0.139
H  3.04535  1.23830  3.05790  0.100
H  3.50491  2.01751  1.00281  0.068
O  5.67925  -0.14004  -3.01411  -0.059
C  4.55246  0.76616  -3.10232  -0.232
C  3.27770  0.01198  -3.03979  -0.242
O  3.13628  -0.69760  -1.81335  -0.077
H  6.48825  0.35175  -2.86846  0.083
H  4.62163  1.56088  -2.33598  0.122
H  4.60753  1.38149  -4.02735  0.127
H  3.15727  -0.67382  -3.88648  0.136
H  2.48241  0.75387  -3.09319  0.091
H  3.88139  -1.31977  -1.78501  0.088
O  0.67407  6.17136  -2.41282  -0.049
C  0.22311  4.81403  -2.44834  -0.218
C  1.33649  3.89683  -2.88334  -0.235
O  2.42410  3.88526  -1.99928  -0.058
H  1.55655  6.23346  -2.04162  0.064
H  -0.16012  4.49966  -1.47198  0.105
H  -0.55936  4.79317  -3.19867  0.102
H  1.64101  4.13231  -3.90807  0.130
H  0.94051  2.88221  -2.94459  0.088
H  2.95882  4.68153  -2.09689  0.110
O  1.84463  -3.42059  -6.09801  -0.070
C  1.74370  -4.55575  -5.22585  -0.223
C  1.44607  -4.12906  -3.83306  -0.265
O  0.06759  -3.87997  -3.68552  -0.057
H  0.95117  -3.12326  -6.28659  0.073
H  0.92679  -5.17014  -5.61487  0.127
H  2.67089  -5.12425  -5.22781  0.121
H  1.99125  -3.27024  -3.42265  0.116
H  1.72096  -4.89932  -3.09011  0.107
H  -0.06682  -3.18177  -3.04027  0.056
O  2.07330  -3.11024  -0.48027  -0.087
C  2.77785  -4.36704  -0.45999  -0.200
C  3.38666  -4.69820  0.88154  -0.206
O  4.56737  -3.90858  1.12159  -0.097
H  2.72293  -2.40437  -0.62895  0.054
H  2.11962  -5.19299  -0.72827  0.122
H  3.60563  -4.23364  -1.16543  0.131
H  3.68820  -5.74504  0.83172  0.123
H  2.70971  -4.49161  1.71583  0.104
H  4.49680  -3.00424  0.74655  0.058
O  2.19939  3.34661  0.71028  -0.105
C  1.34282  4.33894  1.13386  -0.252
C  1.68694  4.72796  2.55521  -0.193
O  2.15692  3.57496  3.27757  -0.069
H  2.34899  3.41805  -0.26595  0.078
H  1.29271  5.17987  0.44082  0.123
H  0.33786  3.89084  1.18407  0.095
H  0.84387  5.22682  3.02792  0.121
H  2.52151  5.45688  2.55414  0.121
H  2.59416  3.00209  2.62718  0.038
O  -4.51307  -6.07530  -0.28316  -0.066
C  -3.81482  -5.66684  -1.45335  -0.255
C  -2.61838  -4.78529  -1.22488  -0.242
O  -3.04381  -3.43090  -1.09351  -0.089
H  -4.60411  -5.30791  0.29733  0.085
H  -3.46138  -6.56469  -1.96340  0.117
H  -4.49304  -5.13666  -2.14108  0.123
H  -1.89866  -4.95635  -2.03022  0.109
H  -2.15582  -5.03418  -0.25453  0.126
H  -2.33210  -2.80044  -1.24114  0.027

Cartesian forces (eV/Å) of the 3 atoms listed first:
0.173 0.678 -0.323
0.145 -0.852 0.001
0.777 0.076 -0.408



Entry 3:
A structure of composition C3H5Br2Cl, computed with the ωB97M-V functional and the def2-TZVPD basis.

The calculation puts the energy above the lowest of the compared OMol25 structures with the same formula, charge and spin at 2.188 eV. The orbital gap comes out at 9.85 eV. The LUMO energy is 0.1 eV. Its net charge is 0. The HOMO energy is -9.76 eV. As for the total energy: -155797.328 eV.

Last column: Löwdin charge in e.
Atoms and positions in Å:
C  0.03859  1.15237  0.57260  -0.112
C  -0.48916  0.85040  -0.67296  -0.034
C  3.33300  -0.34059  -0.29145  -1.658
Cl  3.05793  -0.81846  -1.93587  0.524
Br  4.96137  -1.10437  0.50969  0.560
Br  3.17507  1.51741  0.02998  0.647
H  0.03556  1.97014  1.22378  0.017
H  2.40102  -0.67002  0.31532  0.002
H  0.80211  0.51136  1.10019  0.015
H  -0.12325  -0.00123  -1.12774  0.003
H  -1.00788  1.54983  -1.27578  0.034

Cartesian forces (eV/Å) of the 3 atoms listed first:
0.525 -2.599 -2.200
1.811 2.162 4.290
-2.014 -1.013 2.044



Entry 4:
A structure of composition C19H30N2O5PrS, computed with the ωB97M-V functional and the def2-TZVPD basis.

The orbital gap (alpha / beta) comes out at 7.83 / 8.05 eV. The LUMO energy (alpha / beta) is -9.6 / -9.4 eV. Its net charge is +3. The HOMO energy (alpha / beta) is -17.43 / -17.43 eV. As for the total energy: -58288.342 eV. The spin multiplicity is 3.

Last column: Löwdin charge in e.
Atoms and positions in Å:
Pr  0.55212  -0.41348  -0.26095  1.382
C  -0.01349  -3.69802  0.71874  -0.106
C  -0.28874  -3.64483  -0.76502  -0.097
O  0.63719  -2.73392  -1.40580  -0.245
C  1.94014  -3.22853  -1.70899  -0.113
C  2.71616  -2.07266  -2.33538  -0.074
O  2.68562  -0.85719  -1.52061  -0.283
C  3.82475  -0.53111  -0.65342  -0.077
C  3.75630  -1.32232  0.65126  -0.091
O  2.42865  -1.18164  1.22084  -0.276
C  2.08143  -2.10040  2.28001  -0.104
C  0.58911  -2.11302  2.43400  -0.120
O  -0.05053  -2.34037  1.17175  -0.261
H  1.00042  -4.12018  0.89583  0.146
H  -0.74909  -4.29716  1.26042  0.166
H  -1.31117  -3.27899  -1.01350  0.162
H  -0.22189  -4.63713  -1.23519  0.163
H  1.83148  -4.09035  -2.37803  0.166
H  2.42887  -3.57065  -0.80684  0.125
H  2.30705  -1.75873  -3.30370  0.158
H  3.73636  -2.35421  -2.51994  0.147
H  3.70270  0.56000  -0.47359  0.144
H  4.73556  -0.72822  -1.24063  0.164
H  4.49856  -0.98261  1.37583  0.161
H  3.90190  -2.40605  0.47402  0.145
H  2.51931  -1.79084  3.21706  0.159
H  2.48673  -3.09297  1.98840  0.150
H  0.14679  -1.20365  2.82122  0.143
H  0.33913  -2.93052  3.11279  0.166
C  1.69059  2.99527  -1.82346  -0.107
C  1.78818  4.39427  -1.27111  -0.201
C  1.06983  4.62766  0.10872  -0.125
N  -0.25163  3.97584  0.11117  0.073
C  -0.56849  2.82345  0.62592  -0.632
S  0.60226  1.80950  1.42127  0.780
N  -1.92134  2.48893  0.61970  0.148
C  -2.37923  1.24989  0.24824  -0.310
O  -1.54098  0.48693  -0.31767  -0.188
C  -3.77478  0.89135  0.44289  -0.135
C  -4.34777  -0.09159  -0.39019  0.012
C  -5.71671  -0.29600  -0.34811  -0.032
C  -6.48484  0.44353  0.52680  -0.007
C  -5.94875  1.38439  1.42233  -0.008
C  -4.58341  1.59248  1.37563  -0.004
H  2.19652  2.97011  -2.80614  0.106
H  0.61466  2.72758  -1.99739  0.089
H  2.20427  2.32547  -1.12188  0.042
H  1.37061  5.15563  -1.94326  0.126
H  2.84060  4.65243  -1.09416  0.131
H  0.91319  5.70306  0.15888  0.137
H  1.66375  4.25438  0.95931  0.113
H  -0.99453  4.39201  -0.42654  0.182
H  -2.56667  3.24421  0.81352  0.176
H  -3.70587  -0.64708  -1.07331  0.122
H  -6.17961  -1.03166  -1.00308  0.131
H  -7.53089  0.17931  0.57839  0.130
H  -6.54737  1.94915  2.12697  0.131
H  -4.12301  2.26930  2.07598  0.118

Cartesian forces (eV/Å) of the 3 atoms listed first:
0.196 -0.411 -0.056
0.560 -0.472 -0.384
-0.543 -0.388 -0.680